No. 1
{
  "formula": "C15H8I2NO5PdS2Se",
  "method": "ωB97M-V/def2-TZVPD",
  "homo_lumo_gap_ev": [7.08, 4.62],
  "multiplicity": 5,
  "de_lowest_ev": 0.000,
  "total_energy_ha": -4928.3965,
  "charge": -1,
  "symbols": ["Pd", "I", "C", "C", "C", "I", "C", "C", "C", "C", "N", "C", "C", "O", "H", "H", "H", "H", "S", "C", "C", "C", "C", "C", "C", "S", "H", "H", "H", "H", "O", "Se", "O", "O", "O"],
  "coordinates": [[0.6157, 0.5220, -0.6582], [-3.2385, -1.6726, -3.7559], [-3.3598, -0.3486, -2.1583], [-4.6207, 0.0494, -1.6996], [-4.7670, 0.9229, -0.6543], [-6.6927, 1.4549, -0.0521], [-3.6169, 1.4415, -0.0055], [-3.6299, 2.3479, 1.0803], [-2.4598, 2.7818, 1.6335], [-1.2398, 2.3081, 1.1193], [-1.2075, 1.4669, 0.1160], [-2.3503, 1.0268, -0.4677], [-2.1664, 0.1135, -1.5913], [-1.0044, -0.2117, -1.9972], [-5.4985, -0.3477, -2.1924], [-4.5811, 2.6933, 1.4638], [-2.4540, 3.4780, 2.4609], [-0.2767, 2.6020, 1.5203], [2.5188, -0.5782, -1.6356], [2.9260, -1.7262, -0.3756], [4.1900, -2.2984, -0.3801], [4.5561, -3.2378, 0.5764], [3.6604, -3.6365, 1.5599], [2.3975, -3.0756, 1.5874], [2.0135, -2.1123, 0.6418], [0.4503, -1.4159, 0.7995], [4.8958, -1.9942, -1.1413], [5.5519, -3.6622, 0.5446], [3.9456, -4.3713, 2.3008], [1.6827, -3.3601, 2.3486], [1.6655, 2.4486, -1.3926], [2.7834, 2.2354, -0.1805], [3.5775, 3.5624, 0.2605], [1.8426, 1.5275, 1.0137], [3.8908, 1.0665, -0.6892]],
  "forces_ev_per_a": [[-0.43, -0.19, 0.29], [0.04, -0.04, -0.04], [-0.10, 0.05, 0.05], [-0.01, -0.03, -0.03], [0.17, -0.01, -0.01], [-0.07, 0.02, 0.02], [-0.12, 0.01, 0.02], [-0.01, -0.01, -0.02], [0.07, 0.00, 0.00], [-0.03, -0.01, -0.03], [-0.15, 0.08, 0.03], [0.15, -0.02, -0.04], [0.02, 0.06, 0.02], [-0.03, 0.05, -0.01], [0.01, 0.00, 0.00], [0.00, 0.00, 0.00], [-0.01, 0.00, 0.00], [0.00, 0.00, 0.02], [0.24, -0.15, -0.02], [-0.11, 0.07, 0.03], [0.08, -0.05, 0.04], [0.03, 0.04, -0.07], [-0.08, 0.03, 0.02], [0.06, -0.05, 0.02], [0.05, 0.09, -0.04], [-0.03, -0.08, -0.03], [-0.02, 0.02, 0.00], [0.00, 0.00, 0.01], [0.00, 0.00, 0.00], [0.00, 0.00, -0.01], [0.21, 0.03, 0.09], [0.18, -0.03, -0.10], [-0.21, -0.17, 0.06], [0.36, 0.04, -0.38], [-0.23, 0.25, 0.11]],
  "lowdin_charge": [0.666, 0.866, -0.666, -0.253, -0.695, 0.857, -0.218, -0.051, -0.042, -0.102, 0.020, -0.136, -0.467, -0.203, 0.068, 0.054, 0.103, 0.105, 0.843, -0.599, -0.101, -0.068, -0.088, -0.119, -0.654, 0.848, 0.109, 0.104, 0.100, 0.095, -0.554, 0.756, -0.462, -0.555, -0.562]
}



No. 2
{
  "formula": "C11H15OS",
  "method": "ωB97M-V/def2-TZVPD",
  "homo_lumo_gap_ev": 9.56,
  "de_lowest_ev": 0.332,
  "total_energy_ha": -901.1959,
  "charge": 1,
  "symbols": ["C", "C", "C", "C", "C", "C", "C", "C", "C", "C", "C", "O", "S", "H", "H", "H", "H", "H", "H", "H", "H", "H", "H", "H", "H", "H", "H", "H"],
  "coordinates": [[2.6018, -0.4584, -2.5703], [1.2751, -0.3042, -3.0615], [2.8845, -0.7137, -1.2263], [0.2940, -0.2057, -2.0983], [1.8230, -0.8684, -0.2585], [0.6403, -0.4688, -0.7450], [-1.6210, -2.3529, 1.5434], [-0.5651, -1.6358, 1.2431], [-0.1912, 2.4105, 0.1987], [-2.3347, 1.2880, 2.0457], [-0.5625, -0.4676, 0.2891], [0.3771, 0.9684, 2.4141], [-0.5805, 1.0793, 1.3141], [3.4260, -0.6333, -3.3542], [1.1015, 0.0725, -4.0663], [3.8910, -0.7775, -0.7648], [-0.7274, 0.0576, -2.4891], [2.0424, -1.1706, 0.7422], [-1.5573, -3.1143, 2.2880], [-2.5048, -2.5637, 0.9293], [0.3607, -1.7372, 1.8794], [0.1847, 1.9909, -0.6775], [0.3361, 3.2938, 0.7068], [-1.1123, 2.7795, -0.2543], [-2.2451, 0.8735, 3.0518], [-3.0914, 0.7092, 1.5001], [-2.6316, 2.2754, 1.7712], [-1.5134, -0.3264, -0.3509]],
  "forces_ev_per_a": [[1.26, -1.50, -1.31], [1.21, 1.29, 1.38], [-0.29, -0.44, 1.30], [-0.27, 0.08, -0.44], [2.96, 1.10, -2.68], [-4.59, -0.08, 1.15], [-0.87, -1.80, -0.80], [1.07, 1.57, 0.99], [-1.40, 1.96, 1.31], [0.94, -1.31, -1.70], [-0.61, 0.20, -2.43], [-0.73, 0.37, -0.91], [0.02, -0.87, 1.48], [-1.14, 0.89, 1.46], [-0.02, -0.74, -0.04], [-0.47, -0.22, -1.11], [0.90, -0.32, 1.09], [-0.05, 0.10, 0.39], [0.35, -0.29, 0.66], [0.09, 1.14, 0.08], [-1.16, 0.20, -0.76], [1.93, -0.78, -1.08], [-0.48, -1.73, -0.71], [-0.54, 0.26, 0.62], [0.03, 0.84, 0.02], [0.62, -0.49, -0.12], [0.14, 1.11, 0.96], [1.11, -0.55, 1.21]],
  "lowdin_charge": [-0.065, -0.062, -0.035, -0.064, -0.025, -0.264, 0.049, -0.181, -0.120, -0.058, -0.315, -0.334, 0.946, 0.139, 0.115, 0.122, 0.136, 0.113, 0.067, 0.091, 0.132, 0.028, 0.137, 0.083, 0.084, 0.075, 0.053, 0.154]
}



No. 3
{
  "formula": "C5H8O",
  "method": "ωB97M-V/def2-TZVPD",
  "homo_lumo_gap_ev": 9.54,
  "de_lowest_ev": 3.977,
  "total_energy_ha": -270.4118,
  "charge": 0,
  "symbols": ["C", "C", "C", "C", "C", "O", "H", "H", "H", "H", "H", "H", "H", "H"],
  "coordinates": [[-1.0856, 0.3553, 1.0587], [-1.2128, -1.0595, 1.6347], [-0.1175, -0.2457, 0.1220], [1.4187, 0.1449, 0.2616], [-0.3350, -0.1615, -1.4111], [-0.4383, -1.5197, 0.6521], [-1.9384, 0.8027, 0.5824], [-0.6616, 1.0734, 1.8142], [1.5113, 1.1957, -0.1644], [2.1462, -0.4001, -0.4234], [1.7136, 0.1924, 1.3336], [-1.2302, -0.4236, -1.8727], [0.3400, -0.7604, -1.8921], [-0.1104, 0.8061, -1.6953]],
  "forces_ev_per_a": [[0.51, 1.46, 1.99], [-0.49, -0.08, -0.48], [2.74, 0.59, -3.44], [-0.36, 1.03, -0.38], [-0.44, -0.03, 2.36], [0.18, -1.28, 0.95], [-0.63, 0.03, 0.05], [-0.46, -0.53, -0.69], [-0.30, -1.00, 0.80], [-1.15, 0.01, 1.26], [0.10, -0.30, -0.82], [-2.20, -0.43, 0.03], [2.12, -1.67, -1.01], [0.38, 2.19, -0.61]],
  "lowdin_charge": [-0.142, 0.049, -0.563, -0.019, -0.010, -0.029, 0.111, 0.130, 0.096, 0.100, 0.087, 0.071, 0.054, 0.064]
}



What did the second record say?
{
  "formula": "C11H15OS",
  "method": "ωB97M-V/def2-TZVPD",
  "homo_lumo_gap_ev": 9.56,
  "de_lowest_ev": 0.332,
  "total_energy_ha": -901.1959,
  "charge": 1,
  "symbols": ["C", "C", "C", "C", "C", "C", "C", "C", "C", "C", "C", "O", "S", "H", "H", "H", "H", "H", "H", "H", "H", "H", "H", "H", "H", "H", "H", "H"],
  "coordinates": [[2.6018, -0.4584, -2.5703], [1.2751, -0.3042, -3.0615], [2.8845, -0.7137, -1.2263], [0.2940, -0.2057, -2.0983], [1.8230, -0.8684, -0.2585], [0.6403, -0.4688, -0.7450], [-1.6210, -2.3529, 1.5434], [-0.5651, -1.6358, 1.2431], [-0.1912, 2.4105, 0.1987], [-2.3347, 1.2880, 2.0457], [-0.5625, -0.4676, 0.2891], [0.3771, 0.9684, 2.4141], [-0.5805, 1.0793, 1.3141], [3.4260, -0.6333, -3.3542], [1.1015, 0.0725, -4.0663], [3.8910, -0.7775, -0.7648], [-0.7274, 0.0576, -2.4891], [2.0424, -1.1706, 0.7422], [-1.5573, -3.1143, 2.2880], [-2.5048, -2.5637, 0.9293], [0.3607, -1.7372, 1.8794], [0.1847, 1.9909, -0.6775], [0.3361, 3.2938, 0.7068], [-1.1123, 2.7795, -0.2543], [-2.2451, 0.8735, 3.0518], [-3.0914, 0.7092, 1.5001], [-2.6316, 2.2754, 1.7712], [-1.5134, -0.3264, -0.3509]],
  "forces_ev_per_a": [[1.26, -1.50, -1.31], [1.21, 1.29, 1.38], [-0.29, -0.44, 1.30], [-0.27, 0.08, -0.44], [2.96, 1.10, -2.68], [-4.59, -0.08, 1.15], [-0.87, -1.80, -0.80], [1.07, 1.57, 0.99], [-1.40, 1.96, 1.31], [0.94, -1.31, -1.70], [-0.61, 0.20, -2.43], [-0.73, 0.37, -0.91], [0.02, -0.87, 1.48], [-1.14, 0.89, 1.46], [-0.02, -0.74, -0.04], [-0.47, -0.22, -1.11], [0.90, -0.32, 1.09], [-0.05, 0.10, 0.39], [0.35, -0.29, 0.66], [0.09, 1.14, 0.08], [-1.16, 0.20, -0.76], [1.93, -0.78, -1.08], [-0.48, -1.73, -0.71], [-0.54, 0.26, 0.62], [0.03, 0.84, 0.02], [0.62, -0.49, -0.12], [0.14, 1.11, 0.96], [1.11, -0.55, 1.21]],
  "lowdin_charge": [-0.065, -0.062, -0.035, -0.064, -0.025, -0.264, 0.049, -0.181, -0.120, -0.058, -0.315, -0.334, 0.946, 0.139, 0.115, 0.122, 0.136, 0.113, 0.067, 0.091, 0.132, 0.028, 0.137, 0.083, 0.084, 0.075, 0.053, 0.154]
}